No. 1
The following is a DFT calculation (ωB97M-V with the def2-TZVPD basis set) of a structure of composition C10H24IO2P2Pm in a non-equilibrium geometry.

```
40
Properties=species:S:1:pos:R:3:lowdin_spin:R:1
C -0.79 -0.30 -2.51 -0.053
I 1.32 -0.69 2.52 -0.011
H 0.13 -0.20 -3.14 -0.003
H -1.45 0.59 -2.58 -0.002
H -1.30 -1.28 -2.65 -0.002
Pm 0.88 -0.28 -0.60 4.104
P 0.23 2.35 -0.37 -0.011
C -1.24 3.14 0.29 -0.003
C 1.77 2.74 0.53 0.000
H 1.97 3.78 0.24 0.000
H 0.70 3.97 -1.91 0.000
H 2.61 2.04 0.31 0.000
H 1.31 2.35 -2.56 0.000
H -1.40 2.94 1.36 0.000
H 1.60 2.67 1.61 0.000
C 0.47 2.91 -2.10 0.001
H -1.02 4.21 0.30 -0.001
H -0.48 2.71 -2.64 0.000
H -2.11 2.71 -0.21 0.000
P 0.23 -2.97 -0.33 -0.016
C -1.25 -3.61 0.48 -0.003
C 0.44 -3.59 -2.03 -0.001
H 2.56 -2.69 0.39 0.000
H 1.94 -4.40 0.32 0.000
H 1.49 -3.26 1.71 0.000
C 1.72 -3.37 0.63 0.000
H 1.26 -3.02 -2.53 0.000
H 0.71 -4.64 -1.83 0.000
H -1.04 -4.69 0.47 -0.001
H -2.12 -3.30 -0.11 0.000
H -0.51 -3.43 -2.57 0.000
H -1.30 -3.17 1.50 0.000
C -2.12 -0.57 0.11 -0.004
O -3.22 -0.63 0.44 0.000
C 0.07 2.09 3.03 0.001
C -0.62 1.11 2.13 0.001
O -1.86 0.90 2.34 0.007
H 1.11 1.88 3.38 0.000
H -0.66 1.84 3.87 0.000
H -0.01 3.15 2.70 0.000
```

The max |F| is 8.68 eV Å⁻¹. As for the net charge: +2. The molar mass is 510.152 u. For the calculated total energy, the calculation gives -58066.5369 eV. The expectation value of S² is 6.019. The multiplicity is 5. Its HOMO-LUMO gap (alpha / beta) is 5.13 / 5.22 eV.

No. 2
The following is a DFT calculation (ωB97M-V with the def2-TZVPD basis set) of the ion C10H24N3 with charge +1 in a non-equilibrium geometry.

```
37
Properties=species:S:1:pos:R:3:lowdin_charge:R:1
C 0.85 0.95 -2.93 0.018
C 0.96 1.32 -1.64 -0.040
C -0.07 0.51 -0.31 -0.309
N -0.72 -0.75 -0.61 0.033
N -1.01 -1.49 0.61 -0.105
C -0.68 -2.93 0.46 -0.180
C -2.15 -3.66 0.17 -0.039
N 0.85 0.26 0.84 0.043
C 2.23 -0.24 0.49 -0.160
C 3.15 -0.45 1.72 -0.045
C -0.95 1.74 0.27 -0.374
C -0.09 3.01 0.54 -0.049
C -2.03 1.97 -0.74 -0.099
H 1.30 1.68 -3.63 0.084
H 0.16 0.24 -3.32 0.054
H 1.69 2.00 -1.10 0.101
H -1.36 -0.78 -1.33 0.099
H -1.98 -1.32 0.96 0.136
H -0.02 -3.02 -0.41 0.102
H -0.12 -3.26 1.29 0.076
H -2.04 -4.77 0.34 0.081
H -2.81 -3.26 1.01 0.087
H -2.43 -3.47 -0.81 0.027
H 0.96 1.11 1.36 0.121
H 0.19 -0.38 1.38 0.165
H 2.64 0.63 -0.17 0.133
H 2.25 -1.08 -0.08 0.089
H 2.76 -1.41 2.22 0.107
H 4.16 -0.69 1.46 0.075
H 2.97 0.35 2.43 0.071
H -1.43 1.42 1.25 0.151
H 0.88 2.77 0.88 0.055
H -0.76 3.67 1.12 0.111
H -0.08 3.46 -0.46 0.086
H -2.97 1.45 -0.40 0.090
H -1.81 1.53 -1.84 0.122
H -2.48 2.93 -1.02 0.085
```

The calculation puts the energy relative to the best compared isomer or geometry (same formula, charge and spin) at 510.59 kJ/mol. The max |F| is 5.36 eV Å⁻¹. As for the net charge: +1. The molar mass is 186.323 u. For the calculated total energy, the calculation gives -15218.8130 eV. Its SMILES is C=C[C@@](NNCC)([NH2+]CC)C(C)C. The multiplicity is 1. Its HOMO-LUMO gap is 10.66 eV.